(1)
The following is a quantum chemistry calculation of a 8-piece molecular cluster, C20H26Cl4F5NO17 overall, from the OMol25 dataset.

Cartesian coordinates (Å):
C: -5.332 0.908 -2.763
N: -4.325 0.356 -3.726
O: -4.400 -0.802 -4.035
O: -3.528 1.176 -4.138
H: -4.794 1.272 -1.895
H: -6.097 0.145 -2.675
H: -5.757 1.771 -3.274
C: -0.094 3.136 0.865
C: 0.115 4.626 0.921
O: 0.991 4.782 2.010
C: 1.329 3.554 2.563
O: 2.023 3.421 3.516
O: 0.629 2.586 1.984
F: -1.101 5.209 1.143
H: 0.453 2.629 0.069
H: -1.107 2.744 0.896
H: 0.490 5.011 -0.026
C: -2.304 -0.023 4.385
C: -1.187 0.255 3.395
O: -0.206 -0.743 3.602
C: -0.477 -1.396 4.747
O: -0.051 -2.437 5.132
O: -1.605 -0.867 5.306
F: -0.616 1.469 3.602
H: -3.162 -0.526 3.947
H: -2.538 0.933 4.847
H: -1.508 0.209 2.351
C: 3.486 2.624 1.946
C: 3.167 1.576 3.037
O: 4.464 1.094 3.287
C: 5.352 1.474 2.394
O: 6.528 1.323 2.499
O: 4.711 2.131 1.385
F: 2.407 0.564 2.552
H: 3.698 3.649 2.250
H: 2.713 2.644 1.179
H: 2.691 2.065 3.883
C: -1.378 -5.685 2.609
C: -0.237 -4.722 2.879
O: -0.417 -3.867 1.751
C: -0.989 -4.575 0.733
O: -0.950 -4.213 -0.393
O: -1.503 -5.727 1.208
F: 0.991 -5.278 2.810
H: -2.267 -5.302 3.117
H: -1.205 -6.615 3.153
H: -0.362 -4.233 3.844
C: -0.173 -1.157 -0.232
C: 0.627 0.147 -0.171
O: -0.342 1.117 -0.436
C: -1.475 0.534 -0.938
O: -2.368 1.104 -1.480
O: -1.331 -0.790 -1.005
F: 1.530 0.097 -1.211
H: -0.475 -1.363 0.800
H: 0.224 -2.088 -0.624
H: 1.146 0.417 0.742
Cl: -1.590 3.892 -5.600
C: 0.019 3.261 -5.184
C: 0.041 2.722 -3.762
Cl: -0.210 3.975 -2.563
H: 0.665 4.135 -5.215
H: 0.288 2.484 -5.893
H: 1.025 2.332 -3.480
H: -0.553 1.843 -3.512
Cl: 1.065 -2.800 -3.398
C: 1.372 -4.121 -4.510
C: 2.698 -3.885 -5.267
Cl: 2.609 -2.399 -6.248
H: 0.584 -4.352 -5.224
H: 1.460 -5.006 -3.881
H: 2.882 -4.685 -5.980
H: 3.542 -3.738 -4.599

Properties
SMILES: O=C1OC[C@@H](F)O1.O=C1OC[C@@H](F)O1.O=C1OC[C@@H](F)O1.O=C1OC[C@@H](F)O1.O=C1OC[C@@H](F)O1.C[N+](=O)[O-].ClCCCl.ClCCCl
Energy above the lowest of the compared OMol25 structures with the same formula, charge and spin in kcal/mol: 0.0
HOMO in eV: -10.6194
Orbital gap in eV: 10.424
E in eV: -121131.599
LUMO in eV: -0.20

Atom charges from the Mulliken analysis, given in e for atoms 1 to 2: -0.70 0.93

***

(2)
The following is a quantum chemistry calculation of C20H26CsN6O2S2 as an isolated structure, from the OMol25 dataset.

Cartesian coordinates (Å):
Cs: 0.794 0.342 -0.721
N: -1.072 3.951 0.099
C: -1.727 2.785 0.470
S: -2.169 1.720 -0.821
N: -1.979 2.726 1.747
N: -2.335 1.583 2.382
C: -1.650 0.523 2.187
C: -1.879 -0.659 3.028
C: -2.901 -0.695 3.986
C: -3.011 -1.803 4.794
C: -2.094 -2.843 4.644
C: -1.123 -2.714 3.668
N: -1.014 -1.663 2.863
H: -1.274 4.251 -0.843
H: -1.095 4.667 0.810
H: -0.829 0.448 1.471
H: -3.562 0.155 4.070
H: -3.790 -1.858 5.546
H: -2.132 -3.728 5.266
H: -0.388 -3.499 3.518
C: 4.511 -0.037 2.356
C: 3.891 0.129 0.980
O: 2.664 0.201 0.915
C: 4.760 0.151 -0.189
C: 6.154 0.260 -0.012
C: 7.038 0.204 -1.057
C: 6.527 -0.007 -2.351
C: 5.189 -0.127 -2.574
C: 4.221 -0.015 -1.517
O: 2.987 -0.087 -1.765
H: 3.705 -0.191 3.069
H: 5.064 0.858 2.639
H: 5.204 -0.874 2.386
H: 6.541 0.407 0.988
H: 8.100 0.312 -0.893
H: 7.212 -0.081 -3.188
H: 4.795 -0.289 -3.568
C: -4.478 -3.950 0.628
C: -3.129 -3.269 0.817
N: -2.277 -3.360 -0.357
C: -2.567 -2.745 -1.541
S: -2.074 -3.421 -2.993
N: -3.244 -1.589 -1.476
C: -3.628 -0.815 -2.642
C: -5.002 -1.215 -3.150
H: -5.077 -3.871 1.535
H: -4.349 -5.006 0.393
H: -5.032 -3.490 -0.189
H: -2.577 -3.715 1.644
H: -3.265 -2.223 1.101
H: -1.852 -4.262 -0.525
H: -3.260 -1.097 -0.595
H: -2.873 -0.971 -3.415
H: -3.598 0.233 -2.345
H: -5.009 -2.264 -3.438
H: -5.268 -0.618 -4.020
H: -5.762 -1.057 -2.386

Properties
Charge: -1
Energy above the lowest of the compared OMol25 structures with the same formula, charge and spin in kcal/mol: 11.1
HOMO in eV: -4.5631
Orbital gap in eV: 6.835
E in eV: -56418.340
LUMO in eV: 2.27

Atom charges from the Mulliken analysis, given in e for atoms 1 to 2: 1.15 -0.46

***

(3)
The following is a quantum chemistry calculation of C20H26FeNO3 as an isolated structure, from the OMol25 dataset.

Cartesian coordinates (Å):
O: 3.404 -3.896 -1.801
C: 3.186 -2.991 -2.494
Fe: 3.129 -1.360 -3.192
C: 4.015 -0.771 -1.795
O: 4.566 -0.497 -0.809
C: 4.456 -1.450 -4.299
O: 5.542 -1.631 -4.676
C: -0.494 -0.796 -0.770
C: -0.728 -1.699 -2.033
C: 0.404 -1.770 -3.002
C: 1.133 -0.595 -3.316
C: 1.344 0.312 -2.166
C: 0.759 0.056 -0.958
H: -0.154 -1.502 -0.005
H: -1.044 -2.705 -1.720
H: -1.575 -1.316 -2.621
H: 0.372 -2.596 -3.734
H: 1.133 -0.174 -4.341
H: 1.984 1.194 -2.330
H: 1.177 0.481 -0.030
C: 1.218 3.294 2.299
C: 0.692 2.444 3.445
C: -0.093 1.218 3.009
N: -0.779 1.286 1.694
C: -1.325 0.181 1.200
C: -1.644 -0.009 -0.290
C: -2.998 -0.742 -0.516
C: -3.343 -1.828 0.508
C: -2.159 -2.229 1.381
C: -1.431 -1.043 2.048
C: -0.734 2.527 0.865
C: 0.032 3.709 1.452
H: 1.701 4.185 2.706
H: 1.975 2.768 1.705
H: 1.515 2.116 4.083
H: 0.039 3.060 4.067
H: 0.601 0.367 2.980
H: -0.836 0.974 3.779
H: -1.697 0.953 -0.834
H: -3.779 0.024 -0.517
H: -3.055 -1.168 -1.529
H: -4.194 -1.476 1.102
H: -3.695 -2.721 -0.019
H: -2.488 -2.941 2.141
H: -1.436 -2.771 0.757
H: -0.421 -1.401 2.327
H: -1.909 -0.808 3.009
H: -0.280 2.254 -0.101
H: -1.772 2.841 0.654
H: -0.662 4.293 2.063
H: 0.345 4.349 0.624

Properties
Multiplicity: 5
Charge: +1
Energy above the lowest of the compared OMol25 structures with the same formula, charge and spin in kcal/mol: 0.0
HOMO (alpha / beta) in eV: -9.1007 / -10.9607
<S²>: 6.086
Orbital gap (alpha / beta) in eV: 5.572 / 6.056
E in eV: -63170.375
LUMO (alpha / beta) in eV: -3.53 / -4.90

Atom charges from the Mulliken analysis, given in e for atoms 1 to 2: -0.30 0.27

***

(4)
The following is a quantum chemistry calculation of C20H26IN3O2SSi2V as an isolated structure, from the OMol25 dataset.

Cartesian coordinates (Å):
V: -0.021 -0.331 -0.363
C: -1.547 -4.100 0.668
Si: -1.813 -2.440 1.461
C: -3.544 -2.153 2.051
C: -0.535 -2.104 2.757
N: -1.512 -1.174 0.180
C: -2.229 -0.873 -0.970
C: -3.173 -1.735 -1.575
C: -3.799 -1.342 -2.721
C: -3.474 -0.112 -3.344
C: -2.525 0.712 -2.813
C: -1.902 0.360 -1.594
N: -0.907 1.104 -0.975
Si: -0.482 2.871 -1.161
C: 0.200 3.109 -2.872
C: -2.060 3.785 -0.845
C: 0.814 3.184 0.122
H: -1.412 -4.850 1.450
H: -0.645 -4.104 0.052
H: -2.384 -4.427 0.051
H: -3.806 -2.884 2.818
H: -4.272 -2.248 1.243
H: -3.648 -1.158 2.487
H: -0.701 -2.777 3.602
H: -0.585 -1.081 3.133
H: 0.477 -2.296 2.393
H: -3.407 -2.679 -1.106
H: -4.552 -1.977 -3.167
H: -3.984 0.171 -4.254
H: -2.262 1.642 -3.296
H: -0.565 3.119 -3.649
H: 0.929 2.334 -3.120
H: 0.716 4.071 -2.916
H: -2.845 3.498 -1.548
H: -1.899 4.860 -0.953
H: -2.425 3.601 0.167
H: 1.729 2.619 -0.075
H: 0.464 2.958 1.130
H: 1.086 4.242 0.101
I: 8.023 0.064 1.504
C: 5.959 0.207 1.654
C: 5.161 -0.279 0.624
C: 3.785 -0.179 0.729
C: 3.210 0.402 1.856
C: 4.018 0.885 2.886
C: 5.392 0.788 2.784
C: 1.755 0.537 2.018
O: 1.155 1.005 2.929
O: 1.025 0.040 0.925
H: 5.611 -0.731 -0.248
H: 3.166 -0.561 -0.072
H: 3.557 1.332 3.756
H: 6.023 1.160 3.580
S: 2.386 -2.856 -3.314
C: 1.484 -1.954 -2.425
N: 0.787 -1.256 -1.737

Properties
Charge: +1
Energy above the lowest of the compared OMol25 structures with the same formula, charge and spin in kcal/mol: 0.0
HOMO (alpha / beta) in eV: -11.3330 / -11.3330
Orbital gap (alpha / beta) in eV: 6.776 / 6.764
E in eV: -90105.035
LUMO (alpha / beta) in eV: -4.56 / -4.57

Atom charges from the Mulliken analysis, given in e for atoms 1 to 2: 0.70 -1.00

***

(5)
The following is a quantum chemistry calculation of C20H26IrN2O3P2 as an isolated structure, from the OMol25 dataset.

Cartesian coordinates (Å):
Ir: 0.105 0.709 -0.034
O: 1.255 -2.276 -3.210
C: 0.024 -2.831 -3.332
C: -0.093 -3.899 -4.217
C: -1.307 -4.530 -4.391
C: -2.432 -4.109 -3.685
C: -2.322 -3.057 -2.805
C: -1.100 -2.397 -2.609
C: -1.034 -1.289 -1.643
O: 0.130 -0.655 -1.526
N: -2.078 -0.968 -0.941
N: -1.781 0.060 -0.055
C: -2.742 0.524 0.681
C: -2.602 1.530 1.684
C: -3.764 1.803 2.450
C: -3.774 2.739 3.443
C: -2.598 3.460 3.706
C: -1.457 3.233 2.982
C: -1.420 2.271 1.951
O: -0.278 2.167 1.295
H: 1.170 -1.528 -2.594
H: 0.790 -4.211 -4.759
H: -1.381 -5.357 -5.085
H: -3.384 -4.603 -3.825
H: -3.182 -2.714 -2.247
H: -3.724 0.087 0.519
H: -4.662 1.239 2.226
H: -4.671 2.926 4.015
H: -2.590 4.208 4.488
H: -0.551 3.793 3.171
C: 0.695 -0.366 3.006
P: 1.328 -0.522 1.325
C: 1.284 -2.268 0.893
C: 3.085 -0.003 1.384
C: 3.177 1.485 1.032
P: 2.105 1.756 -0.413
C: 3.012 1.134 -1.850
C: 1.941 3.537 -0.649
H: 1.225 -1.041 3.680
H: -0.368 -0.608 3.009
H: 0.815 0.664 3.343
H: 1.892 -2.847 1.590
H: 1.648 -2.413 -0.124
H: 0.250 -2.612 0.942
H: 3.644 -0.612 0.670
H: 3.487 -0.211 2.377
H: 4.205 1.803 0.856
H: 2.766 2.092 1.843
H: 3.941 1.685 -2.000
H: 2.380 1.251 -2.731
H: 3.238 0.074 -1.738
H: 2.911 4.032 -0.591
H: 1.280 3.932 0.121
H: 1.507 3.729 -1.630

Properties
Charge: +1
Energy above the lowest of the compared OMol25 structures with the same formula, charge and spin in kcal/mol: 0.0
HOMO in eV: -10.6118
Orbital gap in eV: 6.780
E in eV: -51698.682
LUMO in eV: -3.83

Atom charges from the Mulliken analysis, given in e for atoms 1 to 2: 1.17 -0.70

***

(6)
The following is a quantum chemistry calculation of C20H26MgN2O5P2S6 as an isolated structure, from the OMol25 dataset.

Cartesian coordinates (Å):
Mg: -1.598 -1.354 -0.883
O: -5.776 2.887 2.593
C: -4.958 2.216 1.954
S: -4.751 2.281 0.176
C: -3.388 1.129 0.122
C: -2.993 0.560 1.355
S: -1.703 -0.473 1.531
S: -3.939 0.964 2.758
S: -2.691 0.893 -1.404
S: 0.027 -1.113 -2.813
C: 1.479 -1.924 -2.361
C: 2.656 -1.676 -3.147
C: 3.810 -2.387 -2.821
C: 4.915 -2.308 -3.667
N: 5.829 -2.285 -4.389
C: 3.872 -3.194 -1.610
C: 2.752 -3.332 -0.770
C: 1.543 -2.712 -1.155
S: 0.207 -2.971 -0.105
C: 5.039 -3.983 -1.266
N: 6.078 -4.497 -1.018
H: 2.528 -0.933 -3.931
H: 2.764 -4.030 0.076
C: -4.845 -3.581 0.245
P: -4.352 -3.070 -1.445
C: -5.367 -1.608 -1.907
C: -4.707 -4.496 -2.462
O: -2.842 -2.772 -1.492
H: -4.605 -4.585 0.454
H: -5.935 -3.410 0.307
H: -4.330 -2.840 0.925
H: -6.442 -1.821 -1.767
H: -5.216 -1.349 -2.928
H: -5.008 -0.722 -1.316
H: -4.406 -5.462 -1.969
H: -4.208 -4.408 -3.408
H: -5.744 -4.570 -2.670
C: -1.115 3.317 3.231
C: -0.082 3.824 2.220
O: 1.183 3.115 2.386
P: 2.073 2.270 1.286
O: 3.464 2.378 2.094
C: 3.618 1.619 3.373
C: 5.076 1.358 3.691
O: 2.242 3.410 0.172
C: 2.629 3.117 -1.188
C: 3.408 4.325 -1.674
H: -1.869 4.115 3.450
H: -0.607 3.152 4.182
H: -1.673 2.455 2.944
H: 0.135 4.858 2.545
H: -0.448 3.752 1.152
H: 3.016 0.667 3.313
H: 3.148 2.206 4.173
H: 5.607 1.014 2.778
H: 5.161 0.622 4.500
H: 5.410 2.332 4.074
H: 1.776 2.895 -1.768
H: 3.221 2.215 -1.231
H: 2.778 5.196 -1.762
H: 3.862 4.187 -2.688
H: 4.294 4.537 -1.043

Properties
Charge: -2
Energy above the lowest of the compared OMol25 structures with the same formula, charge and spin in kcal/mol: 0.0
HOMO in eV: -1.1418
Orbital gap in eV: 4.857
E in eV: -123421.242
LUMO in eV: 3.72

Atom charges from the Mulliken analysis, given in e for atoms 1 to 2: 0.99 -0.68

***

(7)
The following is a quantum chemistry calculation of C20H26MnN as an isolated structure, from the OMol25 dataset.

Cartesian coordinates (Å):
C: 4.244 -2.064 0.189
C: 3.828 -2.915 1.311
C: 4.352 -2.644 -1.154
C: 4.875 -0.771 0.475
H: 5.313 -3.172 -1.290
H: 4.307 -1.874 -1.937
H: 3.559 -3.383 -1.341
H: 4.675 -3.508 1.700
H: 3.046 -3.629 1.016
H: 3.451 -2.310 2.149
H: 5.958 -0.885 0.664
H: 4.444 -0.308 1.374
H: 4.771 -0.070 -0.365
C: -1.729 -1.359 -0.848
C: -0.664 -1.697 -1.748
C: 0.462 -2.163 -0.947
H: -0.760 -1.697 -2.834
C: 0.057 -2.145 0.430
C: -1.296 -1.679 0.482
H: -1.923 -1.693 1.371
H: -2.728 -1.033 -1.115
H: 1.404 -2.579 -1.293
H: 0.614 -2.528 1.290
C: 0.631 1.901 -0.418
C: -0.111 1.613 -1.619
C: 0.591 0.597 -2.336
H: -0.989 2.156 -1.950
C: 1.758 0.216 -1.544
C: 1.771 1.033 -0.361
H: 2.538 1.069 0.410
H: 0.443 2.723 0.262
H: 0.334 0.274 -3.345
H: 2.566 -0.448 -1.829
Mn: 0.000 -0.180 -0.472
C: -5.943 3.521 1.637
C: -4.685 2.780 1.262
C: -4.631 1.390 1.349
C: -3.466 0.714 0.963
N: -2.363 1.359 0.565
C: -2.413 2.692 0.444
C: -3.537 3.436 0.813
H: -6.787 3.204 1.007
H: -6.213 3.317 2.684
H: -5.784 4.598 1.506
H: -5.485 0.808 1.674
H: -3.435 -0.371 0.973
H: -1.541 3.191 0.037
H: -3.508 4.513 0.709

Properties
Multiplicity: 4
Charge: +1
Energy above the lowest of the compared OMol25 structures with the same formula, charge and spin in kcal/mol: 0.0
HOMO (alpha / beta) in eV: -9.5616 / -12.1385
<S²>: 3.843
Orbital gap (alpha / beta) in eV: 5.888 / 8.439
E in eV: -53962.803
LUMO (alpha / beta) in eV: -3.67 / -3.70

Atom charges from the Mulliken analysis, given in e for atoms 1 to 2: 1.18 -1.36

***

(8)
The following is a quantum chemistry calculation of one molecule with the formula C20H26N2O, from the OMol25 dataset.

Cartesian coordinates (Å):
C: -7.050 -1.825 -0.669
H: -7.710 -1.029 -0.309
O: -5.946 -2.006 0.182
C: -5.088 -0.962 0.367
C: -5.206 0.286 -0.235
C: -4.269 1.269 0.030
C: -3.207 1.046 0.894
C: -3.096 -0.207 1.490
C: -4.020 -1.197 1.233
H: -3.940 -2.170 1.694
H: -2.279 -0.405 2.169
C: -2.157 2.110 1.101
N: -1.218 2.218 -0.010
H: -1.740 2.433 -0.855
C: -0.399 1.037 -0.249
C: 0.744 0.966 0.766
C: 1.678 -0.192 0.433
N: 2.229 -0.029 -0.899
C: 1.170 -0.042 -1.887
C: 0.216 1.123 -1.644
H: -0.569 1.113 -2.405
H: 0.766 2.061 -1.724
H: 1.620 0.055 -2.879
H: 0.602 -0.992 -1.861
C: 3.259 -1.014 -1.176
C: 4.480 -0.777 -0.329
C: 4.960 0.516 -0.159
C: 6.088 0.751 0.605
C: 6.756 -0.305 1.203
C: 6.285 -1.596 1.037
C: 5.151 -1.830 0.277
H: 4.786 -2.840 0.154
H: 6.800 -2.424 1.503
H: 7.639 -0.122 1.798
H: 6.451 1.761 0.734
H: 4.427 1.331 -0.624
H: 2.893 -2.047 -1.029
H: 3.542 -0.910 -2.230
H: 2.506 -0.215 1.145
H: 1.124 -1.147 0.519
H: 0.357 0.832 1.776
H: 1.298 1.904 0.730
H: -0.994 0.106 -0.182
H: -2.633 3.089 1.208
H: -1.586 1.907 2.009
H: -4.373 2.235 -0.445
H: -6.021 0.505 -0.908
H: -6.737 -1.601 -1.694
H: -7.589 -2.771 -0.657

Properties
SMILES: COc1ccc(CNC2CCN(Cc3ccccc3)CC2)cc1
Energy above the lowest of the compared OMol25 structures with the same formula, charge and spin in kcal/mol: 22.1
HOMO in eV: -8.3174
Orbital gap in eV: 9.147
E in eV: -26189.501
LUMO in eV: 0.83

Atom charges from the Mulliken analysis, given in e for atoms 1 to 2: -0.84 0.34